[1]
Formula: C31H51F4N3O6PSSi
Source: the Open Molecules 2025 dataset
Level of theory: ωB97M-V/def2-TZVPD

- Total charge: +1
- Kohn-Sham gap: 7.37 eV
- HOMO level: -10.34 eV

Element x y z (Å)
1 S 1.502 5.396 1.267
2 P 0.665 5.506 3.020
3 Si 3.241 -0.943 -0.232
4 F -1.923 -1.365 0.607
5 F -2.687 0.098 3.491
6 F -3.633 1.261 1.959
7 F -3.244 -1.909 2.305
8 O -1.599 -0.820 6.181
9 O -0.080 1.081 -1.888
10 O -0.731 1.446 3.169
11 O 2.013 3.494 4.260
12 O 1.985 -0.500 0.773
13 O 0.191 -1.105 -2.079
14 N 0.618 -1.248 5.907
15 N -2.010 -0.775 -8.338
16 N -0.789 -1.676 -6.807
17 C 4.802 -1.383 0.765
18 C -1.815 -0.346 -3.059
19 C 1.638 0.802 2.819
20 C 1.704 4.849 4.424
21 C -1.993 -2.339 -6.800
22 C 0.398 -3.662 5.942
23 C -1.988 1.755 -0.436
24 C -0.472 -0.364 6.067
25 C -2.620 0.384 2.170
26 C -0.340 -4.889 4.049
27 C 2.147 0.795 1.362
28 C 0.249 -2.492 5.250
29 C 0.349 -1.932 -5.918
30 C -2.765 -1.767 -7.756
31 C -0.520 -3.713 3.360
32 C -2.453 0.136 -9.403
33 C -1.100 2.058 -1.654
34 C -0.818 -0.740 -7.750
35 C -2.757 -0.603 -10.695
36 C 0.596 1.909 3.074
37 C -0.502 -0.136 -2.319
38 C 0.887 2.640 4.404
39 C 0.102 -4.863 5.346
40 C -1.220 1.013 1.917
41 C 1.045 1.733 5.629
42 C -0.290 1.145 6.169
43 C 3.728 0.394 -1.477
44 C -2.921 -0.954 1.422
45 C 2.828 -2.489 -1.250
46 C -1.360 2.177 0.907
47 C -0.225 -2.521 3.962
48 H 2.782 -2.262 -2.320
49 H -2.161 -3.142 -6.104
50 H -3.769 -1.949 -8.096
51 H 1.654 1.567 0.754
52 H -2.634 -0.494 -2.350
53 H -1.746 2.241 -2.520
54 H 4.416 1.126 -1.044
55 H -0.600 3.012 -1.463
56 H -0.868 -3.764 2.335
57 H 1.826 0.982 5.490
58 H -1.118 1.612 5.633
59 H 4.208 -0.039 -2.361
60 H 3.617 -3.242 -1.148
61 H -0.439 1.429 7.215
62 H -1.667 0.872 -9.566
63 H 2.617 5.446 4.477
64 H 5.676 -0.844 0.390
65 H -3.826 -0.805 0.816
66 H 5.025 -2.447 0.631
67 H -1.880 -1.147 -11.048
68 H 3.219 1.047 1.328
69 H 1.356 -0.857 5.330
70 H 1.215 -2.203 -6.517
71 H -0.366 2.573 0.671
72 H -0.016 -0.062 -7.989
73 H 0.111 -2.743 -5.236
74 H -1.729 -1.283 -3.610
75 H -0.513 4.720 3.035
76 H -2.898 2.351 -0.576
77 H -2.093 0.453 -3.752
78 H 2.810 0.884 -1.828
79 H -1.886 3.015 1.374
80 H 1.161 5.015 5.370
81 H 2.514 1.034 3.432
82 H -0.499 0.314 1.470
83 H 1.893 -2.942 -0.906
84 H -3.565 -1.322 -10.560
85 H -3.060 0.103 -11.466
86 H -0.011 3.246 4.596
87 H 1.267 -0.189 3.091
88 H -0.356 -1.606 3.392
89 H -2.310 0.711 -0.483
90 H 0.562 -1.032 -5.346
91 H 4.670 -1.233 1.842
92 H 0.754 -3.606 6.965
93 H 0.260 6.805 3.393
94 H 0.249 -5.782 5.902
95 H -0.551 -5.828 3.549
96 H 0.760 2.678 2.305
97 H -3.334 0.667 -9.043
98 H 1.440 2.380 6.424

In elementary charge units, the Löwdin charges are:
1 S 0.095
2 P 0.373
3 Si 0.445
4 F 0.077
5 F 0.119
6 F 0.117
7 F 0.109
8 O 0.080
9 O 0.013
10 O -0.048
11 O -0.147
12 O -0.218
13 O 0.093
14 N 0.127
15 N -0.049
16 N -0.082
17 C -0.153
18 C 0.015
19 C -0.062
20 C -0.381
21 C 0.007
22 C -0.024
23 C -0.132
24 C -0.434
25 C -0.380
26 C -0.093
27 C -0.228
28 C -0.254
29 C 0.034
30 C 0.010
31 C -0.080
32 C -0.157
33 C -0.166
34 C -0.007
35 C -0.058
36 C -0.280
37 C -0.499
38 C -0.321
39 C -0.081
40 C -0.200
41 C -0.099
42 C -0.061
43 C -0.161
44 C -0.299
45 C -0.170
46 C -0.098
47 C -0.030
48 H 0.015
49 H 0.142
50 H 0.143
51 H 0.113
52 H 0.092
53 H 0.115
54 H 0.032
55 H 0.134
56 H 0.105
57 H 0.101
58 H 0.116
59 H 0.032
60 H 0.024
61 H 0.128
62 H 0.128
63 H 0.104
64 H 0.030
65 H 0.166
66 H 0.022
67 H 0.088
68 H 0.112
69 H 0.103
70 H 0.108
71 H 0.087
72 H 0.176
73 H 0.107
74 H 0.070
75 H -0.021
76 H 0.129
77 H 0.082
78 H 0.022
79 H 0.129
80 H 0.105
81 H 0.124
82 H 0.151
83 H 0.026
84 H 0.078
85 H 0.090
86 H 0.128
87 H 0.110
88 H 0.103
89 H 0.089
90 H 0.102
91 H 0.029
92 H 0.121
93 H -0.016
94 H 0.109
95 H 0.106
96 H 0.092
97 H 0.134
98 H 0.124


[2]
Formula: C31H52BrN6OsSSi
Source: the Open Molecules 2025 dataset
Level of theory: ωB97M-V/def2-TZVPD

- Total charge: +3
- <S²>: 6.05
- Kohn-Sham gap (alpha / beta): 6.39 / 6.03 eV
- Multiplicity: 5
- HOMO level (alpha / beta): -16.14 / -16.71 eV

Element x y z (Å)
1 Os -0.623 0.858 0.738
2 Br 0.075 1.239 -1.562
3 S -2.672 0.013 0.190
4 Si 1.131 -0.138 -4.136
5 N 0.557 2.372 1.412
6 N -1.904 -1.163 2.562
7 N -0.618 3.733 2.909
8 N -3.994 -1.713 1.636
9 N -4.233 -2.634 2.606
10 N -0.911 -0.423 2.416
11 C 1.097 2.458 -5.373
12 C -0.247 -0.821 -6.369
13 C -1.923 3.134 2.624
14 C 2.436 -2.499 -4.404
15 C -1.607 0.532 -4.748
16 C -2.436 2.213 3.716
17 C -0.374 -0.755 4.773
18 C -3.378 -5.594 4.486
19 C 1.358 -2.223 -2.156
20 C 1.384 -0.226 3.174
21 C 2.893 2.120 -3.688
22 C -0.624 4.802 3.943
23 C 2.957 0.844 -5.844
24 C 2.023 1.413 -4.738
25 C 2.127 -1.489 -3.265
26 C -1.165 -1.866 -4.290
27 C 1.729 4.219 2.469
28 C -4.039 -4.473 4.069
29 C 1.911 -0.569 5.493
30 C -2.891 -1.075 1.548
31 C -2.210 -5.999 3.825
32 C -0.554 -0.583 -4.865
33 C 0.569 -0.794 5.782
34 C -1.710 -5.270 2.733
35 C 3.457 -0.998 -2.681
36 C -3.514 -3.706 2.988
37 C -2.342 -4.135 2.308
38 C 0.044 -0.464 3.473
39 C 0.484 3.401 2.275
40 C -0.144 4.323 5.303
41 C 2.319 -0.294 4.193
42 H -1.871 2.632 1.649
43 H 3.052 -2.067 -5.194
44 H -2.079 -2.082 -4.847
45 H 0.455 -1.641 -6.535
46 H -2.622 3.958 2.468
47 H -1.996 -3.604 1.434
48 H 2.068 4.172 3.502
49 H -4.949 -4.149 4.560
50 H -2.531 0.164 -5.199
51 H -3.760 -6.173 5.315
52 H -1.699 -6.897 4.144
53 H 0.127 0.067 -6.877
54 H 4.113 -0.553 -3.427
55 H 3.004 -3.327 -3.973
56 H 1.545 5.265 2.225
57 H 2.038 -2.947 -1.702
58 H 1.442 2.419 0.918
59 H -1.826 0.781 -3.710
60 H 2.643 -0.609 6.288
61 H 3.367 -0.142 3.975
62 H 1.719 3.260 -5.774
63 H 3.308 -0.274 -1.877
64 H -1.184 -1.099 -6.857
65 H 0.261 -0.997 6.798
66 H -1.654 5.151 4.003
67 H -1.710 1.440 3.970
68 H 3.311 3.014 -4.153
69 H -2.657 2.771 4.624
70 H 3.531 1.681 -6.248
71 H 0.859 3.901 5.266
72 H 3.986 -1.858 -2.265
73 H 3.677 0.118 -5.465
74 H 0.495 -2.771 -2.526
75 H -1.423 -0.912 4.985
76 H 1.026 -1.540 -1.372
77 H -0.811 3.574 5.726
78 H 2.412 0.398 -6.677
79 H 0.508 2.068 -6.201
80 H -0.835 -5.630 2.211
81 H -3.366 1.747 3.389
82 H -0.034 5.641 3.582
83 H 3.728 1.514 -3.343
84 H 1.699 -0.046 2.155
85 H 2.316 2.445 -2.822
86 H -0.518 -2.737 -4.389
87 H 2.531 3.855 1.833
88 H 0.419 2.901 -4.642
89 H -1.439 -1.747 -3.240
90 H 1.540 -2.924 -4.856
91 H -1.333 1.442 -5.273
92 H -0.118 5.171 5.988
93 H -5.201 -2.598 2.914

In elementary charge units, the Löwdin charges are:
1 Os 0.899
2 Br 0.282
3 S 0.606
4 Si 0.976
5 N -0.119
6 N 0.076
7 N -0.036
8 N 0.092
9 N 0.105
10 N -0.135
11 C -0.079
12 C -0.061
13 C -0.185
14 C -0.060
15 C -0.087
16 C -0.047
17 C -0.016
18 C -0.014
19 C -0.097
20 C -0.039
21 C -0.093
22 C -0.155
23 C -0.060
24 C -0.617
25 C -0.615
26 C -0.084
27 C 0.038
28 C 0.038
29 C -0.019
30 C -0.729
31 C 0.022
32 C -0.613
33 C -0.029
34 C -0.021
35 C -0.084
36 C -0.194
37 C 0.011
38 C -0.274
39 C -0.349
40 C -0.041
41 C -0.037
42 H 0.049
43 H 0.085
44 H 0.102
45 H 0.086
46 H 0.143
47 H 0.116
48 H 0.098
49 H 0.136
50 H 0.102
51 H 0.134
52 H 0.133
53 H 0.072
54 H 0.074
55 H 0.108
56 H 0.111
57 H 0.096
58 H 0.050
59 H 0.038
60 H 0.128
61 H 0.123
62 H 0.103
63 H 0.080
64 H 0.109
65 H 0.126
66 H 0.133
67 H 0.048
68 H 0.101
69 H 0.087
70 H 0.111
71 H 0.072
72 H 0.099
73 H 0.071
74 H 0.064
75 H 0.118
76 H 0.026
77 H 0.072
78 H 0.085
79 H 0.072
80 H 0.128
81 H 0.090
82 H 0.122
83 H 0.067
84 H 0.090
85 H 0.030
86 H 0.070
87 H 0.096
88 H 0.086
89 H 0.080
90 H 0.071
91 H 0.069
92 H 0.100
93 H 0.184